One molecule with the formula C7H15ClIN2O4P, computed with ωB97M-V/def2-TZVPD.

```
31
Properties=species:S:1:pos:R:3:forces:R:3:lowdin_charge:R:1
C -1.1754 -1.0291 3.4164 0.149 -0.811 -0.273 -0.2058
C -1.5616 -1.4661 2.0061 0.036 0.581 0.156 -0.7282
I -0.0703 -2.8406 1.3349 -0.141 -0.140 -0.038 0.8961
C -1.7887 -0.2536 1.0661 0.359 -0.617 0.881 -0.2046
N -0.8316 -0.0653 -0.0182 -0.924 1.175 -1.567 -0.0569
C -0.2895 1.2942 -0.1359 0.824 0.150 1.000 -0.1831
C 1.0725 1.4058 0.5772 0.038 -0.097 -0.830 -0.6960
C 2.0464 2.3781 -0.1021 -0.193 -0.273 0.436 -0.1067
Cl 0.8424 1.8420 2.2939 -0.025 -0.075 0.200 0.6555
C -1.2689 -0.6571 -1.1872 -1.525 -1.983 -0.010 -0.5504
O -2.0755 -1.5664 -1.2163 1.189 1.542 -0.017 0.1034
O -0.7624 -0.1475 -2.3960 -0.008 0.111 0.484 -0.0761
P 0.6450 -0.7187 -2.8786 1.201 -1.392 0.810 0.3583
N 1.0584 -2.0770 -2.2784 -0.271 0.384 0.043 -0.1117
O 0.4801 -0.7672 -4.4240 -0.610 0.836 -0.721 -0.0724
O 1.7145 0.4514 -2.6217 -0.529 0.292 -0.349 -0.1094
H -1.7912 -0.2144 3.7740 -0.124 0.281 0.063 0.0765
H -0.1237 -0.7932 3.4522 0.251 0.506 0.098 0.0280
H -1.3028 -1.8858 4.0647 -0.106 -0.121 0.362 0.0628
H -2.4969 -1.9986 2.0778 -0.105 -0.447 -0.248 0.0701
H -2.8064 -0.3023 0.7034 -0.137 -0.066 -0.433 0.1270
H -1.7252 0.6089 1.7098 0.143 0.409 0.062 0.0900
H -0.1792 1.6173 -1.1580 0.002 -0.258 -0.339 0.1108
H -0.9256 2.0201 0.3540 -0.519 0.086 -0.047 0.1160
H 1.4902 0.4073 0.5634 0.164 -0.270 0.346 0.0841
H 2.8811 1.8473 -0.5409 0.201 -0.161 -0.198 0.0726
H 2.4711 3.0220 0.6490 0.123 0.447 0.064 0.0566
H 1.5597 2.9481 -0.8797 -0.085 0.326 -0.119 0.0827
H 1.9296 -2.0191 -1.7762 0.143 -0.331 0.204 -0.0133
H 1.0650 -1.4560 -4.7455 0.120 -0.312 -0.263 0.0919
H 1.9191 0.4156 -1.6843 0.357 0.224 0.243 0.0322
```
Forces are in eV/Å.

Values from the calculation:
E_LUMO = 0.397 eV
energy above the lowest of the compared OMol25 structures with the same formula, charge and spin = 11.3 kcal/mol


A 2-piece molecular cluster, C7H15ClN2O2 overall, computed with ωB97M-V/def2-TZVPD.

```
27
Properties=species:S:1:pos:R:3:forces:R:3:lowdin_charge:R:1
C 3.4799 0.0215 0.3680 0.326 -0.793 -0.035 -0.0444
C -1.8255 -0.0701 -0.3559 0.366 -0.060 -0.121 -0.0672
C 2.2958 -0.4940 0.2096 -4.324 1.767 0.754 -0.1185
C -0.9039 -0.3357 0.5713 4.064 -0.358 -0.454 -0.1926
C 1.7412 -2.5030 -1.1387 0.243 -1.347 -1.159 0.0749
C 3.7274 1.4719 0.5769 -0.239 0.474 0.037 -0.5107
C 0.7378 -0.4246 -0.0511 -0.573 1.437 -0.189 0.0543
N -3.2299 0.1251 -0.0130 -0.104 0.130 0.005 0.1851
N -1.0137 -0.5497 1.8901 -0.131 -0.105 0.346 0.1476
O -4.2191 2.4491 -0.7387 0.084 -0.036 -0.032 0.0021
O 1.5356 -1.6709 0.0215 0.319 -1.181 0.249 -0.0620
Cl 2.2338 2.4378 0.4405 0.192 0.031 0.047 0.6324
H 4.3568 -0.6173 0.3597 0.018 -0.118 -0.011 0.1543
H -1.6027 0.0425 -1.4003 0.062 -0.008 -0.103 0.1287
H 0.8476 -3.1126 -1.2720 0.030 0.156 0.180 0.1274
H 2.5923 -3.1508 -0.9242 -0.109 0.146 0.107 0.1318
H 1.9397 -1.9147 -2.0354 -0.038 0.279 0.249 0.1289
H 4.1444 1.6372 1.5740 -0.027 -0.052 -0.134 0.1032
H 4.4417 1.8416 -0.1619 -0.089 -0.065 0.071 0.1015
H 0.6059 -0.1176 -1.0881 0.140 -0.296 -0.054 0.1315
H -3.5924 1.0869 -0.3536 0.042 -0.250 0.158 0.0972
H -3.3665 0.0992 1.0020 -0.158 -0.005 -0.207 0.1635
H -3.8294 -0.5864 -0.4505 0.092 0.066 0.252 0.1843
H -1.8460 -0.9297 2.3066 -0.017 -0.042 0.081 0.1223
H -4.8713 2.9248 -0.2154 -0.116 0.116 0.066 0.0986
H -0.1968 -0.5404 2.4767 -0.034 0.017 0.011 0.1277
H -4.1825 2.8798 -1.5983 -0.018 0.096 -0.114 0.0980
```
Forces are in eV/Å.

Values from the calculation:
net charge = +2
E_LUMO = -6.000 eV
energy above the lowest of the compared OMol25 structures with the same formula, charge and spin = 0.0 kcal/mol


An isolated ion of composition C7H15ClNO2S and charge +1, computed with ωB97M-V/def2-TZVPD.

```
27
Properties=species:S:1:pos:R:3:forces:R:3:lowdin_charge:R:1
C -2.1480 -0.2063 -3.2352 0.491 0.462 0.180 0.0575
C -1.2791 0.0289 -2.0443 -1.382 0.848 -2.215 -0.5211
O -0.8230 -0.8337 -1.4088 1.308 -1.847 2.261 0.1670
O -1.0202 1.3577 -1.7690 -0.436 0.356 0.109 -0.0420
C -1.3963 1.7510 -0.4914 0.631 0.120 -0.319 -0.2893
S -0.1783 1.2999 0.8371 -0.188 0.584 0.413 1.2222
C -0.9490 -0.1110 1.6939 0.056 -1.168 0.377 -0.4182
N -0.0657 -0.6520 2.7005 -0.329 -0.041 -0.139 0.0021
C 1.3533 0.8189 0.0044 0.374 -1.003 -0.027 -0.3113
C 1.8140 -0.6323 0.2417 0.429 0.544 0.115 -0.2934
C 2.8156 -0.7004 1.3964 -0.136 -0.182 -0.407 -0.5900
Cl 2.8179 -2.3207 2.1264 -0.021 0.090 0.154 0.6223
H -1.5806 0.0826 -4.1095 -0.007 0.222 -0.391 0.1066
H -2.3503 -1.2568 -3.2862 -0.207 -0.468 -0.055 0.0957
H -3.0520 0.3807 -3.1777 -0.243 0.197 -0.101 0.0998
H -1.4102 2.8264 -0.4845 0.139 0.416 0.016 0.1103
H -2.3878 1.4139 -0.2073 -0.058 -0.410 0.280 0.1281
H -1.8003 0.3172 2.2025 -0.222 0.557 -0.028 0.1025
H -1.3425 -0.8602 1.0156 0.174 0.139 -0.629 0.0964
H 0.4208 -1.4786 2.3705 0.164 0.106 -0.076 0.0207
H -0.6556 -0.9893 3.4528 0.204 0.253 0.311 0.0990
H 1.3202 1.0025 -1.0597 -0.681 0.254 -0.196 0.0997
H 2.1052 1.4803 0.4055 0.080 0.428 0.223 0.0920
H 2.3442 -0.9172 -0.6540 0.017 -0.259 -0.371 0.1207
H 1.0026 -1.3335 0.3421 -0.306 -0.098 0.045 0.0751
H 2.6366 0.0741 2.1265 -0.239 -0.145 0.559 0.0720
H 3.8087 -0.5424 1.0115 0.385 0.045 -0.088 0.0758
```
Forces are in eV/Å.

Values from the calculation:
net charge = +1
E_LUMO = -2.882 eV
energy above the lowest of the compared OMol25 structures with the same formula, charge and spin = 0.0 kcal/mol


C7H15CoO4 as an isolated structure, computed with ωB97M-V/def2-TZVPD.

```
27
Properties=species:S:1:pos:R:3:forces:R:3:lowdin_spin:R:1
C -2.2595 0.8688 -0.4816 -1.003 -2.676 -3.121 0.6714
O -1.5644 -0.3615 -0.8493 -0.385 2.623 0.281 0.1768
C -1.3685 -1.2210 0.2157 -0.276 -0.779 1.593 0.0155
C -0.4788 -2.3734 -0.1825 -0.069 -0.239 -0.224 0.0022
O 0.8357 -1.9248 -0.5889 -0.918 -1.215 -1.071 0.0222
C 1.0158 -1.8167 -2.0127 0.012 -0.063 -0.344 -0.0011
H -2.2440 1.4747 -1.4092 0.618 0.280 0.852 0.0374
H -3.3314 0.5992 -0.3422 0.653 0.394 1.162 0.0483
H -2.3231 -1.6524 0.5808 0.232 0.119 -0.169 0.0018
H -0.9338 -0.6870 1.0900 -0.074 -0.205 -0.457 0.0032
H -0.9099 -2.9376 -1.0187 0.060 0.091 0.180 0.0013
H -0.3317 -3.0537 0.6657 -0.138 0.163 -0.194 -0.0003
H 2.0261 -1.4307 -2.1912 -0.290 -0.101 0.074 -0.0018
H 0.9252 -2.8140 -2.4588 -0.003 0.249 0.025 0.0005
H 0.2606 -1.1320 -2.4136 0.190 -0.176 -0.003 0.0000
O 1.5200 0.6803 0.7780 -0.743 2.355 0.820 0.0284
C 1.2722 1.4598 1.9821 1.202 1.191 2.000 0.0027
C 0.2105 2.4510 1.4669 -0.933 2.687 0.869 0.0155
O 0.8547 2.7339 0.2082 -1.880 -1.472 -1.229 0.0029
C 1.0426 1.4949 -0.3502 -0.021 -0.086 -0.707 0.0039
Co 1.9273 -1.0709 0.6181 1.374 -1.076 0.831 1.9536
H 2.2373 1.8691 2.3021 -0.219 0.068 -0.155 0.0003
H 0.8875 0.8124 2.7787 0.057 0.013 -0.383 -0.0010
H -0.5051 3.4260 1.4373 3.266 -0.058 2.013 0.0017
H 1.8296 1.4920 -1.1120 -0.189 0.151 0.155 -0.0006
H 0.0790 1.0814 -0.6946 0.756 -0.068 0.022 0.0066
H -0.6740 2.0320 1.9820 -1.276 -2.171 -2.820 0.0086
```
Forces are in eV/Å.

Values from the calculation:
net charge = +1
E_LUMO (spin up / spin down) = -3.618 / -4.082 eV
expectation value of S² = 3.7885
spin multiplicity = 4